Entry from the Open Molecules 2025 dataset: C23H13Br2F6N3OY as an isolated structure (ωB97M-V/def2-TZVPD).

Element x y z (Å)
Y  0.808  -0.159  0.025
Br  1.386  6.556  -1.907
C  1.089  4.786  -1.385
C  0.866  4.471  -0.054
C  0.674  3.141  0.267
N  0.677  2.163  -0.642
C  0.869  2.476  -1.933
C  1.094  3.777  -2.339
C  0.837  1.343  -2.900
C  0.838  1.550  -4.266
C  0.802  0.452  -5.116
Br  0.798  0.709  -6.967
C  0.766  -0.827  -4.584
C  0.762  -0.948  -3.209
N  0.795  0.099  -2.378
H  0.851  5.230  0.715
H  0.511  2.849  1.298
H  1.280  4.028  -3.372
H  0.849  2.542  -4.690
H  0.736  -1.705  -5.212
H  0.726  -1.931  -2.754
C  4.972  -0.423  1.546
C  3.508  -0.763  1.302
O  2.799  0.236  0.673
C  3.439  -2.002  0.375
F  4.031  -1.764  -0.787
F  3.877  -3.139  0.860
F  2.072  -2.228  0.030
C  2.792  -1.051  2.641
F  1.435  -1.120  2.408
F  2.972  -0.056  3.504
F  3.140  -2.191  3.223
H  5.452  -0.209  0.595
H  5.497  -1.239  2.044
H  5.022  0.466  2.169
N  -8.527  -2.816  3.554
C  -7.487  -2.523  3.163
C  -6.187  -2.154  2.673
C  -5.050  -2.773  3.188
C  -3.801  -2.415  2.717
C  -3.676  -1.438  1.727
C  -4.821  -0.824  1.215
C  -6.071  -1.178  1.686
C  -2.378  -1.066  1.245
C  -1.273  -0.746  0.837
H  -5.154  -3.528  3.955
H  -2.913  -2.887  3.113
H  -4.721  -0.067  0.450
H  -6.961  -0.705  1.295

Calculated values
LUMO   -4.4 eV
HOMO-LUMO gap   6.54 eV
Net charge   +1
E_tot   -6909.21289 Ha
HOMO level   -10.90 eV
Energy above the lowest of the compared OMol25 structures with the same formula, charge and spin   0.0 kJ/mol